(1)
DFT (ωB97M-V with the def2-TZVPD basis set) results for an isolated ion of composition C5H10N3 and charge +1 in a non-equilibrium geometry.

The value obtained for the gap between HOMO and LUMO (spin up / spin down) is 6.1 / 8.4 eV. Its net charge is +1. As for the HOMO energy (spin up / spin down): -9.36 / -15.16 eV. As for the relative energy (zero: lowest compared OMol25 entry of this formula, charge and spin): 404.5 kJ/mol. Its expectation value of S² is 2.007. As for the spin multiplicity: 3.

The geometry in XYZ format:
```
18
C5H10N3, DFT ωB97M-V with the def2-TZVPD basis set
N -0.270 -1.603 0.017
N -0.862 -0.286 -0.372
N 1.455 -0.244 -0.291
C -1.978 0.167 0.427
C -3.223 0.172 -0.063
C 1.019 -1.457 -0.062
C 2.724 0.241 0.206
C 0.290 0.707 -0.255
H 0.192 1.451 0.594
H 0.215 1.408 -1.144
H 3.535 -0.470 0.217
H -1.226 -0.519 -1.285
H -1.638 0.532 1.350
H -4.037 0.608 0.624
H -3.623 -0.240 -0.979
H 1.856 -2.135 0.054
H 2.518 0.513 1.263
H 3.055 1.153 -0.299
```

Here are the Mulliken charges for atoms 1 to 2, given in e:
1 N -0.669
2 N 0.388

---

(2)
DFT (ωB97M-V with the def2-TZVPD basis set) results for a 2-piece molecular cluster, C10H16N4O3 overall in a non-equilibrium geometry.

The value obtained for the gap between HOMO and LUMO is 9.8 eV. As for the HOMO energy: -9.60 eV. The structure (SMILES) is CNC(=O)CNC(C)=O.N#CCC(O)CC#N. As for the relative energy (zero: lowest compared OMol25 entry of this formula, charge and spin): 0.0 kJ/mol.

The geometry in XYZ format:
```
33
C10H16N4O3, DFT ωB97M-V with the def2-TZVPD basis set
O 0.350 0.943 -0.535
O 1.778 3.900 -3.951
O -1.921 -1.636 2.702
N -2.177 -3.363 5.869
N 1.253 2.007 -2.917
N -1.138 2.579 4.840
N 0.299 -1.170 -1.196
C -1.659 -2.403 5.462
C -1.148 1.716 4.059
C 0.467 -2.279 -2.138
C -1.019 -1.204 4.911
C 1.639 2.688 -3.994
C -1.830 -0.641 3.730
C 0.542 0.123 -1.426
C 1.910 1.947 -5.289
C -1.164 0.596 3.112
C 1.046 0.560 -2.813
H 1.987 0.048 -3.011
H 0.278 -3.225 -1.626
H 0.313 0.245 -3.556
H -0.938 -0.460 5.709
H -0.047 -1.380 -0.271
H 0.996 1.465 -5.628
H 2.692 1.207 -5.131
H 1.485 -2.295 -2.531
H -2.838 -0.373 4.072
H 1.078 2.554 -2.085
H -2.370 -2.437 3.032
H -1.715 0.900 2.216
H -0.140 0.362 2.807
H -0.241 -2.183 -2.964
H -0.007 -1.455 4.579
H 2.239 2.665 -6.039
```

Here are the Mulliken charges for atoms 1 to 2, given in e:
1 O -0.690
2 O -0.655

---

(3)
DFT (ωB97M-V with the def2-TZVPD basis set) results for a 4-piece molecular cluster, H8O4 overall.

The value obtained for the gap between HOMO and LUMO is 11.6 eV. As for the HOMO energy: -11.36 eV. The structure (SMILES) is O.O.O.O. As for the relative energy (zero: lowest compared OMol25 entry of this formula, charge and spin): 106.9 kJ/mol.

The geometry in XYZ format:
```
12
H8O4, DFT ωB97M-V with the def2-TZVPD basis set
O 2.816 0.436 1.981
O -1.081 1.809 0.529
O -4.595 0.522 -1.751
O 2.128 -2.494 -1.397
H 2.536 -0.376 2.405
H 2.119 -2.967 -0.565
H -0.754 2.396 -0.153
H -3.791 0.538 -1.232
H 2.071 -1.571 -1.150
H -0.304 1.346 0.839
H 3.540 0.751 2.520
H -4.684 -0.391 -2.026
```

Here are the Mulliken charges for atoms 1 to 2, given in e:
1 O -0.625
2 O -0.639

---

(4)
DFT (ωB97M-V with the def2-TZVPD basis set) results for a 2-piece molecular cluster, C2H2NO4S2 overall in a non-equilibrium geometry.

The value obtained for the gap between HOMO and LUMO is 6.7 eV. Its net charge is -1. As for the HOMO energy: -3.69 eV. As for the relative energy (zero: lowest compared OMol25 entry of this formula, charge and spin): 188.5 kJ/mol.

The geometry in XYZ format:
```
11
C2H2NO4S2, DFT ωB97M-V with the def2-TZVPD basis set
S -1.996 1.737 -0.451
S -2.573 -1.175 -0.319
O 3.845 0.605 0.589
O 0.700 0.934 -0.069
O 0.419 -1.299 -0.023
O 3.295 -0.358 -1.436
N -0.244 -0.138 -0.464
C 3.574 0.138 -0.451
C -1.594 0.139 -0.414
H 0.028 1.560 0.235
H 0.231 -1.236 0.882
```

Here are the Mulliken charges for atoms 1 to 2, given in e:
1 S -0.599
2 S -0.462